# 1
The following is a DFT calculation (ωB97M-V/def2-TZVPD) of a molecular structure, C3H5ClO.

Structure (XYZ):
```
10
Properties=species:S:1:pos:R:3:forces:R:3
C 0.14344 0.35641 -0.70135 1.332 -1.750 -0.207
C 0.85125 -0.67379 0.33293 -1.317 1.101 -2.628
C -0.80129 0.63284 0.38802 -2.076 -2.170 4.033
H 0.76695 1.23395 -0.79077 0.224 -0.026 -0.970
H 0.00719 -1.65321 0.04706 2.625 2.414 2.177
H 1.99258 -0.94753 0.28738 -2.436 0.671 0.219
H -1.52307 1.54048 0.69192 2.266 -1.761 -1.156
H -1.53378 -0.49724 0.64001 2.102 3.496 -0.820
O 0.50078 0.47267 1.23876 -2.309 -2.257 0.561
Cl -0.40404 -0.46459 -2.13396 -0.411 0.282 -1.209
```
Positions in Å, forces in eV/Å.

Calculated values
Relative energy (zero: lowest compared OMol25 entry of this formula, charge and spin) in kcal per mole: 97.93
Charge: 0
Gap between HOMO and LUMO in eV: 10.87

# 2
The following is a DFT calculation (ωB97M-V/def2-TZVPD) of 6 unconnected molecules or ions with the total composition C23H44Cl10N2O2PSi.

Structure (XYZ):
```
83
Properties=species:S:1:pos:R:3:forces:R:3
C -1.17334 -0.95805 0.81708 -0.253 -0.425 -0.492
C -0.99608 -1.10804 -0.77804 -3.655 -1.079 -0.650
O -2.00093 -1.57908 -1.40132 4.382 1.828 1.507
N 0.23812 -0.68125 -1.50821 -0.036 -2.455 0.316
C 1.44934 -1.04484 -0.64869 0.318 -0.658 1.615
P 0.45117 -1.68693 -2.96419 -1.632 -0.522 0.488
C -0.83783 -1.38216 -4.29257 -0.809 0.039 -0.988
C -0.33308 -1.91065 -5.74606 -0.099 0.285 1.792
O 0.79073 -1.07441 -6.11300 0.024 -2.433 -0.471
Si 1.98021 -2.00846 -7.02152 0.091 0.919 -1.442
C 3.34005 -2.77308 -5.88992 0.197 -0.233 0.224
C 2.74764 -0.76845 -8.30061 0.103 -0.129 1.242
C 1.14410 -3.42851 -8.05401 -0.383 -0.077 1.338
C 0.54259 -3.46845 -2.35813 1.920 -3.530 0.976
C 1.97207 -4.07482 -2.04403 -4.883 -2.824 0.743
C 1.85973 -5.53677 -1.50472 -0.695 1.451 -0.365
C 0.55136 -6.32219 -1.29207 0.858 3.631 -1.413
N -0.70302 -5.74019 -1.62060 3.843 2.032 -0.266
C -0.65333 -4.40919 -2.09834 0.745 0.678 -0.288
H -2.05012 -1.64854 1.11936 1.432 1.152 -0.832
H -0.27311 -1.31599 1.41814 -1.116 0.931 -0.849
H -1.51485 0.10873 1.06283 0.853 -1.452 -0.332
H 1.64680 -0.24404 0.15112 -0.156 -0.996 -1.607
H 2.37209 -1.29726 -1.27915 -1.296 0.858 0.895
H 1.20914 -2.01310 -0.05961 0.544 1.494 -1.020
H 1.72972 -1.32957 -3.53872 -0.927 -0.245 0.672
H -1.82841 -1.90737 -4.02677 1.660 0.842 -0.082
H -1.04285 -0.25372 -4.40906 0.477 -1.666 0.535
H -0.04603 -3.02145 -5.58072 -0.518 1.587 -0.677
H -1.21320 -1.78930 -6.46989 1.313 -0.333 0.998
H 3.23079 -3.91959 -5.95208 0.300 1.752 0.468
H 4.38935 -2.48449 -6.25460 -1.563 -0.431 0.479
H 3.23917 -2.37427 -4.81944 0.231 -0.833 -1.346
H 3.74371 -0.41588 -7.83260 -1.486 -0.514 -1.173
H 2.88741 -1.34498 -9.27538 -0.031 1.130 1.215
H 2.05528 0.13541 -8.37874 1.022 -1.235 -0.241
H 1.81820 -3.61417 -8.95408 -1.143 0.001 1.172
H 0.06531 -3.15392 -8.32368 1.635 -0.424 -0.013
H 1.08244 -4.33421 -7.33541 0.150 1.088 -1.521
H 2.94629 -3.50530 -2.17398 -1.414 -1.043 0.185
H 2.84156 -6.05785 -1.21074 -1.726 0.886 -0.554
H 0.59016 -7.38195 -0.86752 -0.194 1.764 -0.759
H -1.68427 -3.94140 -2.32917 1.813 -0.991 0.478
Cl 0.83707 3.03789 -7.94284 -0.002 -0.080 0.046
C 2.18585 4.17442 -8.19900 0.176 0.217 -0.062
C 3.23956 3.60996 -9.13003 -0.062 0.252 -0.117
Cl 4.12896 2.25366 -8.39332 0.054 0.165 -0.010
H 2.60529 4.42726 -7.22368 -0.038 -0.139 -0.123
H 1.75741 5.08125 -8.63061 0.051 -0.132 -0.033
H 3.97622 4.38040 -9.36678 -0.097 -0.041 0.100
H 2.80216 3.25895 -10.06639 0.008 -0.029 0.187
Cl -2.37255 0.37505 3.71655 -0.059 -0.138 -0.159
C -3.83535 1.36694 3.93191 -0.342 0.193 -0.141
C -4.57506 1.58149 2.62675 -0.142 -0.167 0.172
Cl -3.66821 2.62651 1.50347 0.086 -0.042 -0.078
H -3.53855 2.31266 4.38687 0.055 -0.150 -0.133
H -4.47562 0.83678 4.63801 0.067 0.006 -0.156
H -5.52929 2.07624 2.81892 0.142 -0.002 0.047
H -4.77813 0.63628 2.11980 0.107 0.122 0.050
Cl -3.94574 1.83852 7.12000 -0.103 0.040 0.140
C -2.56969 1.54688 8.21035 0.377 -0.156 0.244
C -1.30971 2.25250 7.75069 -0.033 0.128 0.336
Cl -0.63425 1.55170 6.25237 -0.024 0.101 0.119
H -2.42148 0.46802 8.28658 -0.012 0.130 -0.164
H -2.86410 1.92124 9.19322 0.110 -0.065 -0.400
H -0.53627 2.15829 8.51590 -0.101 -0.035 -0.058
H -1.48695 3.31502 7.57452 -0.030 -0.171 -0.045
Cl 2.71028 2.82593 8.24081 -0.020 0.021 0.000
C 3.09348 2.13691 6.64360 0.000 -0.171 -0.223
C 4.43821 1.43821 6.62973 -0.122 -0.113 -0.032
Cl 5.79312 2.58314 6.79037 0.002 -0.005 0.025
H 3.05147 2.94270 5.90855 0.081 -0.053 0.160
H 2.30162 1.42220 6.41014 0.102 0.036 0.068
H 4.57514 0.91755 5.67954 -0.069 0.105 0.055
H 4.51787 0.70468 7.43410 -0.026 0.179 -0.040
Cl -3.27808 3.25425 11.04068 0.029 0.191 0.289
C -4.72355 4.26486 11.29468 -0.336 0.174 0.075
C -5.49919 4.48387 10.01127 -0.139 -0.104 0.111
Cl -4.61444 5.51439 8.85888 0.046 -0.049 -0.018
H -4.40257 5.20945 11.73712 0.046 -0.127 -0.153
H -5.34944 3.74406 12.02217 0.045 -0.002 -0.136
H -6.44151 4.99034 10.23006 0.139 -0.015 0.059
H -5.72805 3.53927 9.51392 0.138 0.104 0.041
```
Positions in Å, forces in eV/Å.

Calculated values
Relative energy (zero: lowest compared OMol25 entry of this formula, charge and spin) in kcal per mole: 136.61
Charge: +1
Gap between HOMO and LUMO in eV: 8.23

# 3
The following is a DFT calculation (ωB97M-V/def2-TZVPD) of a molecular structure, C16H18BrCl2SeV.

Structure (XYZ):
```
39
Properties=species:S:1:pos:R:3:forces:R:3
V -0.68826 -1.43019 0.61288 -0.502 0.263 0.727
Cl -2.30280 -0.99093 2.28447 -0.015 0.043 -0.124
C -3.22679 -4.58481 1.11156 0.110 0.030 0.031
Cl -1.50133 -3.96743 0.49756 -0.098 0.009 0.010
H -3.84620 -3.77383 0.69732 -0.007 -0.011 -0.003
H -3.13659 -4.31208 2.17442 -0.015 0.011 -0.005
Br 1.39413 -2.41416 2.19369 0.004 -0.196 -0.126
C 2.41712 -0.81778 2.13454 0.003 0.068 0.009
C 3.71417 -0.85464 2.55575 -0.033 -0.015 0.002
C 4.44357 0.35201 2.62288 -0.004 0.043 -0.007
C 3.83238 1.53479 2.32018 0.023 -0.024 0.016
C 2.47755 1.57684 1.90195 -0.013 -0.017 -0.005
C 1.81923 2.80481 1.66614 -0.025 -0.020 0.001
C 0.49371 2.79266 1.32482 0.030 0.010 0.007
C -0.18976 1.57760 1.12341 -0.058 -0.038 0.024
C 0.39683 0.33090 1.24205 0.036 0.157 0.021
C 1.74132 0.36646 1.73630 0.029 -0.051 -0.037
H 4.16745 -1.79179 2.85001 -0.002 -0.002 0.000
H 5.47958 0.33143 2.94132 0.001 0.004 0.001
H 4.37397 2.47175 2.40742 0.007 -0.003 0.001
H 2.36789 3.73311 1.79008 -0.002 0.004 -0.003
H -0.03593 3.73072 1.18310 0.011 0.005 -0.001
H -1.23816 1.62971 0.84538 -0.003 0.000 -0.006
Se 0.52070 -1.91136 -1.43332 0.306 -0.035 -0.327
C -0.50033 1.27120 -2.16811 0.097 -0.058 -0.022
C -1.43719 0.08225 -2.35292 -0.494 0.034 0.109
C -2.88759 0.57501 -2.22411 0.014 0.057 0.033
C -1.24511 -0.45091 -3.78258 -0.077 0.012 0.038
C -1.26605 -1.05588 -1.33519 0.735 -0.336 -0.375
H -0.60989 1.95825 -3.01614 0.021 0.001 -0.004
H 0.53674 0.93446 -2.11410 -0.002 -0.003 0.007
H -0.72031 1.81947 -1.25755 -0.023 0.015 0.038
H -3.07755 1.41693 -2.90086 -0.015 -0.008 -0.003
H -3.08934 0.89540 -1.19919 0.005 0.013 -0.004
H -3.59127 -0.22637 -2.46526 0.007 -0.008 0.009
H -1.49535 0.31971 -4.52360 -0.005 0.003 0.015
H -1.88482 -1.32049 -3.95561 0.011 -0.011 0.005
H -0.20974 -0.76126 -3.92393 0.008 -0.002 -0.028
H -1.99600 -1.84155 -1.56474 -0.065 0.054 -0.024
```
Positions in Å, forces in eV/Å.

Calculated values
2S+1: 3
Relative energy (zero: lowest compared OMol25 entry of this formula, charge and spin) in kcal per mole: 0.00
Charge: -2
⟨S²⟩: 2.0485
Gap between HOMO and LUMO (alpha / beta) in eV: 4.88 / 4.94

Number 1: total energy -652.57724 a.u.. Number 2: total energy -6395.19311 a.u.. Number 3: total energy -7460.29899 a.u..